1.
Here is a structure of composition C41H53AsMgN3O6S in a non-equilibrium geometry from OMol25. Energies are from ωB97M-V with the def2-TZVPD basis set.

CARTESIAN COORDINATES (ANGSTROEM)
Mg: 0.44967 -0.02796 -0.14214
C: 4.16351 -3.40332 1.80188
C: 3.25407 -3.00287 0.63309
C: 3.96603 -3.21462 -0.70626
C: 1.92806 -3.74136 0.70092
C: 1.90895 -5.11274 0.45024
C: 0.72919 -5.83707 0.46893
C: -0.45388 -5.17346 0.75849
C: -0.48049 -3.80822 1.04746
C: -1.85264 -3.22889 1.40753
C: -1.92436 -2.77588 2.87001
C: -2.35466 -2.12188 0.47205
C: 0.72738 -3.07535 1.01129
N: 0.70880 -1.67079 1.25478
C: 1.22417 -1.25188 2.43285
O: 1.66584 -1.91777 3.37608
C: 1.13608 0.26413 2.60334
C: 1.48173 0.98170 3.72800
C: 1.24047 2.35561 3.70921
C: 0.64563 2.97659 2.60830
C: 0.34304 2.18481 1.52206
N: 0.61432 0.88912 1.56152
C: -0.34557 2.64540 0.23431
O: -0.35357 3.84573 -0.02191
N: -0.88287 1.60006 -0.46519
C: -1.82905 1.85472 -1.47456
C: -2.90291 2.76016 -1.28791
C: -3.74605 3.05163 -2.35450
C: -3.61827 2.42892 -3.58559
C: -2.66911 1.42986 -3.71811
C: -1.80096 1.10828 -2.67907
C: -0.83897 -0.05699 -2.89765
C: -1.54316 -1.30350 -3.43764
C: 0.32929 0.34812 -3.79933
C: -3.24945 3.34462 0.07762
C: -4.65866 2.90184 0.48898
C: -3.15060 4.87471 0.12285
H: 5.06716 -2.78231 1.80318
H: 4.46618 -4.45600 1.72393
H: 3.64309 -3.25606 2.75032
H: 3.05674 -1.94239 0.72262
H: 4.12413 -4.27461 -0.92343
H: 4.95190 -2.73304 -0.68542
H: 3.38868 -2.77583 -1.52709
H: 2.84542 -5.62727 0.24775
H: 0.73082 -6.90387 0.26451
H: -1.38856 -5.72871 0.78121
H: -2.54336 -4.06284 1.29701
H: -1.28172 -1.91595 3.04202
H: -1.61785 -3.58307 3.54112
H: -2.95205 -2.48896 3.11415
H: -1.77914 -1.21196 0.60239
H: -3.39324 -1.86156 0.69868
H: -2.30025 -2.44893 -0.57044
H: 1.92945 0.47666 4.57114
H: 1.51456 2.95399 4.56924
H: 0.42896 4.03700 2.58255
H: -4.52610 3.79580 -2.21812
H: -4.27955 2.67865 -4.40643
H: -2.59484 0.88983 -4.65743
H: -0.42671 -0.34945 -1.93831
H: -1.93077 -1.12929 -4.44224
H: -2.37820 -1.59072 -2.79775
H: -0.83978 -2.14283 -3.48767
H: -0.04594 0.57365 -4.80195
H: 1.07628 -0.44881 -3.86811
H: 0.82308 1.24018 -3.40600
H: -2.56408 2.91532 0.79975
H: -5.41072 3.23193 -0.23277
H: -4.92592 3.32826 1.46446
H: -4.71602 1.81077 0.55565
H: -3.84685 5.32295 -0.59764
H: -2.13883 5.19527 -0.11528
H: -3.41190 5.24838 1.12168
C: -2.40554 0.02830 5.25697
As: -3.04433 0.91028 3.67340
C: -3.19800 2.75983 4.18374
C: -4.84893 0.27727 3.45511
O: -2.09144 0.69490 2.34937
H: -3.06094 0.24594 6.10288
H: -1.39885 0.39195 5.45708
H: -2.36303 -1.04218 5.07291
H: -4.07474 2.92765 4.81227
H: -3.26713 3.35004 3.26956
H: -2.29464 3.04573 4.72182
H: -5.48310 0.61875 4.27676
H: -4.82860 -0.81114 3.42615
H: -5.22755 0.65448 2.50703
C: 6.09413 0.86788 -6.06174
C: 5.38712 0.88103 -4.72569
C: 5.70141 -0.04929 -3.73798
C: 5.01900 -0.06626 -2.52857
C: 4.00791 0.86054 -2.29985
C: 3.69883 1.81795 -3.26371
C: 4.39040 1.82085 -4.46614
S: 2.96989 0.69447 -0.87282
O: 2.26916 1.95487 -0.75013
O: 3.80106 0.31212 0.24166
O: 2.00145 -0.39103 -1.26678
H: 6.90772 0.14054 -6.07004
H: 6.51190 1.85027 -6.29799
H: 5.40009 0.60576 -6.86369
H: 6.48535 -0.77725 -3.92114
H: 5.26149 -0.78707 -1.75140
H: 2.92263 2.54831 -3.05241
H: 4.14220 2.55884 -5.22581

Values from the calculation:
- HOMO-LUMO gap: 7.14 eV
- HOMO: -4.9 eV
- LUMO: 2.25 eV
- Total charge: -1

Results of the Löwdin charge analysis, in e, for atoms 1 through 5: Mg 0.64; C -0.06; C -0.37; C -0.07; C -0.12

2.
Here is a cluster of 11 separate species, C41H53N10O in total in a non-equilibrium geometry from OMol25. Energies are from ωB97M-V with the def2-TZVPD basis set.

CARTESIAN COORDINATES (ANGSTROEM)
C: -0.53601 0.16461 -0.37962
O: -0.80901 -1.27439 -0.36462
H: 0.59799 0.15161 -0.26162
H: -0.97501 0.62361 0.55238
H: -0.90901 0.55261 -1.40362
N: 2.45099 0.24161 3.30438
C: 3.81699 0.54261 3.63738
C: 3.79099 1.93861 3.70738
C: 2.48199 2.37661 3.19838
C: 1.73899 1.24261 2.80338
H: 2.09899 -0.75039 3.05438
H: 4.33899 -0.26339 3.92538
H: 4.70699 2.30061 4.05138
H: 2.13699 3.48761 3.15138
H: 0.74899 1.11961 2.36338
N: 1.10599 -1.53939 -2.38362
C: 1.87899 -2.67639 -2.41362
C: 2.70699 -2.65139 -3.45062
C: 2.35299 -1.30739 -4.18562
C: 1.35699 -0.70339 -3.47862
H: 0.42899 -1.24339 -1.74262
H: 1.64199 -3.49139 -1.68462
H: 3.50499 -3.20039 -3.72162
H: 2.88599 -0.94739 -5.03462
H: 0.78599 0.12161 -3.64362
N: -4.36201 1.75061 0.54038
C: -3.84401 2.02961 -0.75162
C: -4.80601 2.94061 -1.30862
C: -5.79801 3.24461 -0.17662
C: -5.56101 2.35861 0.90238
H: -4.06401 1.10661 1.13238
H: -2.95901 1.26361 -1.08362
H: -4.72901 3.34261 -2.21462
H: -6.58701 3.64861 -0.36562
H: -6.10901 2.26361 1.85438
N: 3.64099 -0.23039 -1.31162
C: 4.80399 -0.00239 -2.01662
C: 5.64699 0.59661 -1.19362
C: 4.86899 0.83761 0.09838
C: 3.65999 0.23361 -0.04062
H: 2.87399 -0.76939 -1.54762
H: 4.99799 -0.46939 -2.92462
H: 6.62299 0.88161 -1.35362
H: 5.25999 1.29161 1.02538
H: 2.95199 0.06061 0.77638
N: 0.91399 -1.84539 1.61438
C: 0.45099 -1.81739 3.00538
C: 1.31599 -2.62939 3.68838
C: 2.30299 -3.16439 2.71538
C: 2.06299 -2.54739 1.51838
H: 0.21999 -1.42839 0.82538
H: -0.44801 -1.28139 3.32438
H: 1.34999 -2.92639 4.78838
H: 3.09799 -3.85239 2.95438
H: 2.53599 -2.59339 0.53638
N: -2.63801 -1.54839 -2.36362
C: -4.01101 -1.13339 -2.44362
C: -4.54101 -1.73339 -3.50662
C: -3.35401 -2.39039 -4.34762
C: -2.22301 -2.25039 -3.53862
H: -1.87701 -1.36239 -1.65562
H: -4.37001 -0.52739 -1.52062
H: -5.54501 -1.81439 -3.64562
H: -3.36401 -3.14639 -5.24062
H: -1.15301 -2.79239 -3.81362
N: 0.02599 5.03761 1.38238
C: -0.56301 3.91661 0.71438
C: -1.39301 3.44261 1.62038
C: -1.32001 4.31861 2.85238
C: -0.29401 5.25861 2.73838
H: 1.06199 5.48661 1.00038
H: -0.31101 3.62261 -0.25562
H: -2.08601 2.55861 1.40438
H: -2.05901 4.28161 3.87338
H: 0.21599 5.89061 3.47538
N: 3.21999 2.63261 -1.97662
C: 4.11199 3.43061 -2.50762
C: 3.33999 4.48561 -3.17362
C: 1.91299 4.00061 -3.14162
C: 1.86499 2.89361 -2.30762
H: 3.44799 1.66261 -1.52862
H: 5.18999 3.41761 -2.47262
H: 3.84699 5.16461 -3.77062
H: 1.10399 4.51861 -3.73562
H: 1.08299 2.29461 -1.88262
N: -0.73401 -4.07339 0.29338
C: -0.49001 -4.80939 1.39038
C: -0.63401 -6.11739 1.01238
C: -1.05001 -6.10639 -0.46262
C: -0.97301 -4.81839 -0.83462
H: -0.82201 -3.04339 0.30938
H: -0.24901 -4.46739 2.27538
H: -0.45901 -6.93939 1.70838
H: -1.03801 -6.90539 -1.18562
H: -0.95501 -4.35239 -1.81562
N: -2.92901 -0.62539 1.38238
C: -2.62501 -0.06439 2.64638
C: -3.74101 0.06061 3.34138
C: -4.78101 -0.80939 2.58938
C: -4.15701 -1.20639 1.53138
H: -2.18901 -0.82839 0.71638
H: -1.81101 0.50661 2.60538
H: -3.87801 0.64361 4.26738
H: -5.78601 -1.05039 2.82438
H: -4.66401 -1.71839 0.56038

Values from the calculation:
- HOMO-LUMO gap: 8.56 eV
- HOMO: -5.9 eV
- LUMO: 2.69 eV
- Total charge: -1

Results of the Löwdin charge analysis, in e, for atoms 1 through 5: C -0.20; O -0.50; H 0.07; H 0.05; H 0.09

3.
Here is a structure of composition C41H54CrN2OPS4 from OMol25. Energies are from ωB97M-V with the def2-TZVPD basis set.

CARTESIAN COORDINATES (ANGSTROEM)
Cr: -1.13739 0.59547 -1.43029
S: -2.61834 2.31527 -2.11773
C: -3.99184 2.12595 -1.05843
C: -5.17431 2.83940 -1.32405
C: -6.28236 2.72936 -0.51031
C: -6.26704 1.90875 0.61734
C: -5.11403 1.20804 0.91167
C: -4.00425 1.30127 0.07588
S: -2.50503 0.45775 0.49737
C: -2.93313 -1.30067 0.28937
C: -1.68425 -2.05971 -0.05769
C: -1.52592 -3.38972 0.29451
C: -0.37364 -4.05530 -0.09295
C: 0.58682 -3.37351 -0.81703
C: 0.36319 -2.04353 -1.14074
C: 1.34200 -1.23464 -1.93778
S: 0.47223 -0.18781 -3.14048
C: -0.31627 -1.50508 -4.04083
C: 0.45768 -2.28805 -4.89150
C: -0.10732 -3.35929 -5.55920
C: -1.46148 -3.62709 -5.37235
C: -2.23276 -2.83463 -4.54512
C: -1.68483 -1.73952 -3.85617
S: -2.69703 -0.66961 -2.92805
N: -0.75319 -1.41096 -0.77063
H: -5.20058 3.47632 -2.19915
H: -7.17632 3.29023 -0.75438
H: -7.13653 1.82867 1.25575
H: -5.06316 0.58206 1.79553
H: -3.63253 -1.37266 -0.54574
H: -3.38935 -1.69676 1.19627
H: -2.30672 -3.89728 0.84483
H: -0.22681 -5.09526 0.17045
H: 1.49377 -3.86314 -1.14526
H: 2.05676 -1.87508 -2.45263
H: 1.88138 -0.54573 -1.28942
H: 1.50640 -2.04775 -5.02665
H: 0.49227 -3.97106 -6.21995
H: -1.92117 -4.46165 -5.88784
H: -3.28782 -3.04196 -4.41927
C: 2.75240 1.03740 0.62454
C: 2.18927 2.42142 0.97150
C: 1.43024 2.22192 2.29341
C: 3.36636 3.37746 1.19263
P: 0.95351 2.95061 -0.35511
N: 0.09149 1.69094 -0.73463
C: -0.09066 4.36537 0.36358
C: -0.84627 5.12346 -0.73986
C: 0.69792 5.40028 1.17593
C: -1.17633 3.74039 1.25393
C: 1.87692 3.59787 -1.86481
C: 2.99484 2.61146 -2.23117
C: 0.91079 3.61483 -3.06176
C: 2.51142 4.98364 -1.69823
H: 3.38210 0.71516 1.45926
H: 3.36669 1.03169 -0.27203
H: 1.94283 0.32073 0.53403
H: 2.10281 1.72195 2.99587
H: 0.56188 1.57749 2.15089
H: 1.11712 3.15646 2.75281
H: 3.93953 3.01599 2.05148
H: 3.06299 4.39922 1.40864
H: 4.04460 3.39332 0.33971
H: -0.19276 5.71954 -1.37217
H: -1.53306 5.81659 -0.24595
H: -1.44607 4.45105 -1.35126
H: 1.47532 5.88996 0.58924
H: 1.15114 4.98664 2.07418
H: -0.00312 6.17596 1.49754
H: -1.69679 2.95171 0.71678
H: -1.90924 4.51344 1.49920
H: -0.78975 3.33939 2.18762
H: 2.62596 1.58788 -2.28660
H: 3.83276 2.65426 -1.53649
H: 3.37504 2.87830 -3.22044
H: 0.43073 2.64715 -3.19584
H: 1.49144 3.83762 -3.96142
H: 0.13242 4.36530 -2.97625
H: 3.19978 5.03459 -0.85559
H: 1.77302 5.77368 -1.58576
H: 3.08466 5.20476 -2.60322
C: 2.08707 -7.43436 3.70031
C: 1.61882 -6.02694 3.45832
C: 0.36233 -5.60893 3.87609
C: -0.07622 -4.30742 3.67441
C: -1.45374 -3.93377 4.16895
C: 0.77136 -3.39526 3.02396
C: 0.26313 -2.04099 2.73214
O: 0.80973 -1.22954 2.02033
C: 2.05750 -3.79155 2.61022
C: 3.02582 -2.85823 1.93589
C: 2.44985 -5.10351 2.83372
H: 1.25486 -8.09312 3.94424
H: 2.79312 -7.46424 4.53272
H: 2.59867 -7.83385 2.82435
H: -0.29519 -6.31658 4.36910
H: -1.97575 -4.82318 4.51833
H: -2.06694 -3.47341 3.39455
H: -1.40019 -3.23182 5.00348
H: -0.70565 -1.78163 3.19312
H: 3.11658 -1.91449 2.47085
H: 2.68892 -2.60096 0.93015
H: 4.00598 -3.32967 1.86909
H: 3.43893 -5.41449 2.51419

Values from the calculation:
- HOMO-LUMO gap (spin up / spin down): 6.15 / 6.20 eV
- HOMO (spin up / spin down): -6.3 / -6.3 eV
- LUMO (spin up / spin down): -0.11 / -0.11 eV
- Spin multiplicity: 2

Results of the Löwdin charge analysis, in e, for atoms 1 through 5: Cr -0.06; S 0.63; C -0.65; C -0.11; C -0.09

4.
Here is a structure of composition C41H55AsF6I2N2Sb2Si3V in a non-equilibrium geometry from OMol25. Energies are from ωB97M-V with the def2-TZVPD basis set.

CARTESIAN COORDINATES (ANGSTROEM)
V: -0.42219 -0.39200 1.50916
C: 3.38238 2.15596 3.40367
Sb: 1.93292 1.79356 1.87245
C: 1.49622 -0.45021 2.12730
C: 2.48118 -0.95052 1.09756
C: 2.30009 -2.09667 0.31760
C: 3.29338 -2.47777 -0.56262
C: 4.44903 -1.71320 -0.66435
C: 4.55404 -0.59559 0.14194
N: 3.60242 -0.22891 0.99912
Si: 1.92183 -1.52776 3.70149
C: 2.16813 -3.30996 3.14383
C: 0.68142 -1.53098 5.10318
C: 3.60101 -1.00380 4.34819
C: 0.23799 3.04372 2.70246
C: -1.03785 2.61692 2.07647
C: -2.24644 3.30195 2.29545
C: -3.38219 2.99697 1.58379
C: -3.33170 2.01829 0.59403
C: -2.14028 1.36595 0.42308
N: -1.03813 1.61378 1.16613
Si: 0.20006 3.40722 4.58297
C: -1.37953 4.21633 5.21852
C: 0.34199 1.82860 5.56394
C: 1.56546 4.58462 5.10902
Si: 0.61495 4.68619 1.71003
C: -0.37766 6.15186 2.33072
C: 0.14248 4.40698 -0.08520
C: 2.42770 5.16882 1.76592
H: 4.21628 1.49779 3.17680
H: 3.03583 1.98118 4.41720
H: 3.70858 3.18911 3.30130
H: 1.39532 -2.68329 0.40535
H: 3.17867 -3.37036 -1.16575
H: 5.24756 -1.97955 -1.34222
H: 5.43298 0.03784 0.10608
H: 1.41928 -3.72151 2.46798
H: 2.14010 -3.92349 4.04855
H: 3.14905 -3.44125 2.68255
H: 0.21760 -2.51448 5.17296
H: -0.11487 -0.80252 5.00794
H: 1.20818 -1.33669 6.04024
H: 4.31370 -0.79739 3.55002
H: 3.98987 -1.84192 4.93371
H: 3.55627 -0.13910 5.00852
H: -2.27409 4.08476 3.03340
H: -4.30300 3.52903 1.78526
H: -4.18813 1.77026 -0.01622
H: -2.03120 0.58714 -0.32233
H: -2.22652 3.52813 5.23831
H: -1.67721 5.12808 4.70001
H: -1.17349 4.49678 6.25561
H: -0.56089 1.22628 5.45101
H: 0.44130 2.07851 6.62372
H: 1.19614 1.21225 5.28642
H: 1.41988 5.59449 4.72194
H: 2.57437 4.26667 4.86202
H: 1.50549 4.65300 6.19894
H: -1.45402 5.99051 2.26743
H: -0.14566 7.00381 1.68559
H: -0.13121 6.44195 3.35215
H: -0.94084 4.36801 -0.22411
H: 0.56894 3.48662 -0.49006
H: 0.52016 5.24251 -0.68022
H: 2.80465 5.34559 2.77176
H: 2.51554 6.10871 1.21305
H: 3.08198 4.45222 1.26632
I: 2.13152 0.13126 -2.97020
C: 0.83604 1.47676 -3.96836
I: -1.03829 1.80068 -3.01368
H: 0.62724 1.07782 -4.95325
H: 1.32729 2.43939 -4.02705
F: 0.02757 -0.52265 -0.18105
As: -1.38643 -2.71298 1.90862
F: -0.98224 -3.49068 3.40968
F: -1.57766 -4.22527 1.15751
F: -2.97111 -2.35725 2.42026
F: -2.05077 -1.93063 0.12770
F: -1.17369 -0.17550 3.07590
C: 0.31888 -1.97021 -6.97393
C: 0.76834 -2.94684 -6.09684
C: 0.29567 -2.98373 -4.79270
C: -0.63523 -2.03994 -4.36841
C: -1.08832 -1.06051 -5.24951
C: -0.61447 -1.03166 -6.55278
Sb: -1.40312 -2.10638 -2.38296
C: -3.46625 -1.82832 -2.68616
C: -4.26153 -1.18112 -1.74682
C: -5.61735 -1.02408 -1.99371
C: -6.17398 -1.51564 -3.16679
C: -5.37989 -2.16981 -4.09757
C: -4.02025 -2.32344 -3.86452
C: -1.08148 -4.10803 -1.85154
C: 0.21080 -4.56893 -1.61873
C: 0.41470 -5.89297 -1.26176
C: -0.67088 -6.75039 -1.14297
C: -1.95817 -6.28716 -1.37418
C: -2.17086 -4.96037 -1.71794
H: 0.69067 -1.94393 -7.98960
H: 1.48614 -3.68590 -6.42735
H: 0.64571 -3.75950 -4.12434
H: -1.82446 -0.33106 -4.93296
H: -0.97894 -0.27985 -7.24085
H: -3.83674 -0.84799 -0.80896
H: -6.24425 -0.53030 -1.26275
H: -7.23297 -1.39528 -3.35287
H: -5.81604 -2.56057 -5.00722
H: -3.40381 -2.82388 -4.60204
H: 1.05898 -3.89903 -1.71202
H: 1.41716 -6.25528 -1.07424
H: -0.51248 -7.78341 -0.86348
H: -2.80224 -6.95589 -1.27144
H: -3.18042 -4.59642 -1.86773

Values from the calculation:
- HOMO-LUMO gap (spin up / spin down): 6.48 / 5.37 eV
- HOMO (spin up / spin down): -10.3 / -10.3 eV
- LUMO (spin up / spin down): -3.77 / -4.93 eV
- Spin multiplicity: 3
- Total charge: +1

Results of the Löwdin charge analysis, in e, for atoms 1 through 5: V 0.81; C -0.30; Sb 1.52; C -0.46; C -0.48